Record 1
The following is a DFT calculation (ωB97M-V/def2-TZVPD) of a molecular structure, C6H15ClErI2N2O2P in a non-equilibrium geometry.

Results
* 2S+1: 4
* net charge: +2
* relative energy (zero: lowest compared OMol25 entry of this formula, charge and spin): 0.000 eV

Each line ends with the Mulliken spin population.
Geometry (Å):
I  -1.421  -2.022  -0.585  0.4357
I  -1.147  2.053  -0.521  -0.4675
Er  0.997  -0.077  0.406  3.0329
P  0.358  0.012  -2.443  -0.0169
C  -1.297  0.010  -3.244  -0.0020
C  1.093  1.440  -3.322  -0.0064
H  2.121  -1.582  -2.919  -0.0008
H  1.209  -1.102  -4.390  0.0010
H  0.511  -2.290  -3.232  -0.0011
C  1.125  -1.390  -3.335  0.0019
H  2.085  1.642  -2.904  0.0010
H  1.172  1.165  -4.381  -0.0028
H  -1.145  -0.002  -4.325  0.0000
H  -1.859  0.895  -2.950  -0.0003
H  0.458  2.322  -3.196  0.0007
H  -1.864  -0.870  -2.942  0.0013
C  -2.649  0.039  -0.008  0.0246
O  -3.806  -0.002  0.031  0.0151
Cl  3.379  0.019  0.124  -0.0116
C  0.891  0.767  5.071  0.0000
N  -0.201  -0.101  4.637  0.0000
C  -0.391  -0.597  3.410  0.0020
N  -1.471  -1.388  3.200  -0.0001
O  0.398  -0.340  2.402  -0.0060
H  1.363  1.211  4.181  0.0001
H  1.604  0.182  5.676  0.0000
H  0.464  1.543  5.724  0.0000
H  -0.908  -0.411  5.306  -0.0001
H  -1.593  -1.796  2.271  -0.0010
H  -2.032  -1.641  4.007  0.0002



Record 2
The following is a DFT calculation (ωB97M-V/def2-TZVPD) of a single C19H24N6O molecule in a non-equilibrium geometry.

Results
* 2S+1: 1
* net charge: 0
* relative energy (zero: lowest compared OMol25 entry of this formula, charge and spin): 0.241 eV

Each line ends with the Löwdin charge.
Geometry (Å):
O  -2.324  1.757  -0.928  0.0380
C  -2.253  0.584  -0.562  -0.3779
N  -3.298  -0.001  0.045  -0.0325
C  -3.423  -1.359  0.534  -0.1674
C  -4.901  -1.488  0.899  -0.1656
H  -5.478  -1.791  0.024  0.1120
C  -5.279  -0.065  1.303  -0.1674
C  -4.500  0.775  0.299  -0.1428
H  -5.060  0.905  -0.635  0.1308
H  -4.228  1.767  0.666  0.1228
H  -4.931  0.141  2.316  0.1128
H  -6.350  0.120  1.256  0.1086
H  -5.066  -2.214  1.693  0.1082
H  -2.781  -1.500  1.410  0.1188
H  -3.106  -2.075  -0.225  0.1114
C  -1.030  -0.211  -0.773  -0.1213
C  0.077  0.199  -1.513  -0.1249
N  0.964  -0.837  -1.443  0.0719
C  2.196  -1.022  -1.980  -0.0431
C  2.855  -2.191  -1.774  -0.0745
C  2.271  -3.218  -1.001  -0.0931
C  1.036  -3.042  -0.449  -0.0013
C  0.358  -1.834  -0.671  -0.2678
N  -0.836  -1.456  -0.267  0.1596
H  0.552  -3.794  0.150  0.1163
H  2.812  -4.139  -0.852  0.1048
H  3.834  -2.328  -2.201  0.1077
H  2.611  -0.218  -2.568  0.1197
C  0.354  1.502  -2.197  -0.1484
N  0.343  2.663  -1.318  -0.0555
H  -0.634  2.845  -1.090  0.0804
C  1.080  2.499  -0.076  -0.2332
C  2.593  2.499  -0.304  -0.1564
H  2.896  3.470  -0.694  0.1158
H  2.866  1.738  -1.034  0.0920
C  3.358  2.201  0.990  -0.1386
N  3.164  0.838  1.406  -0.1755
C  2.233  0.352  2.250  -0.0885
C  2.392  -1.014  2.281  -0.0697
C  3.459  -1.258  1.408  -0.1782
N  3.907  -0.133  0.884  0.0840
H  3.913  -2.193  1.150  0.0949
H  1.828  -1.728  2.844  0.0897
H  1.550  0.994  2.770  0.1194
H  4.429  2.341  0.822  0.1226
H  3.027  2.865  1.792  0.1264
H  0.795  1.574  0.455  0.0993
H  0.819  3.344  0.566  0.1246
H  -0.417  1.680  -2.952  0.1294
H  1.322  1.456  -2.705  0.1016



Record 3
The following is a DFT calculation (ωB97M-V/def2-TZVPD) of a molecular structure, C9H13INO2 in a non-equilibrium geometry.

Results
* 2S+1: 1
* net charge: +1
* relative energy (zero: lowest compared OMol25 entry of this formula, charge and spin): 1.908 eV

Each line ends with the Löwdin charge.
Geometry (Å):
C  2.666  -0.261  -2.310  0.0170
C  2.399  -1.412  -1.564  -0.0022
C  1.908  0.903  -2.003  0.0341
C  1.450  -1.377  -0.538  -0.0054
C  1.006  0.825  -0.972  -0.0186
C  -0.069  0.977  1.754  -0.2409
C  -3.003  0.104  0.925  -0.4031
C  -0.186  -0.239  0.797  -0.1109
C  -1.942  0.234  0.004  -0.5698
N  0.690  -0.305  -0.320  -0.0818
O  1.264  1.247  1.882  -0.0418
O  -2.754  -0.968  1.796  -0.0527
I  -2.240  -1.024  -1.737  0.8925
H  3.529  -0.182  -2.973  0.1329
H  2.867  -2.293  -1.861  0.1024
H  2.091  1.686  -2.758  0.1408
H  1.195  -2.471  -0.157  0.1993
H  0.334  1.541  -0.640  0.1074
H  -0.478  1.961  1.258  0.1571
H  -0.634  0.902  2.646  0.1243
H  -3.856  -0.101  0.338  0.0812
H  -3.105  0.971  1.606  0.1526
H  -0.326  -1.162  1.252  0.1112
H  -1.715  1.215  -0.426  0.0567
H  1.678  0.983  2.747  0.1466
H  -2.767  -1.752  1.253  0.0711



Record 4
The following is a DFT calculation (ωB97M-V/def2-TZVPD) of 2 unconnected molecules or ions with the total composition C6H12O in a non-equilibrium geometry.

Results
* 2S+1: 1
* net charge: 0
* relative energy (zero: lowest compared OMol25 entry of this formula, charge and spin): 2.161 eV

Each line ends with the Löwdin charge.
Geometry (Å):
C  0.480  -1.459  -0.137  -0.0810
C  0.557  -0.082  0.355  -0.3278
C  0.490  1.015  -0.484  -0.1335
C  0.213  1.078  -1.920  -0.1131
C  0.059  -0.322  2.778  0.0048
C  0.916  0.107  1.828  -0.1228
H  0.457  -2.155  0.740  0.0940
H  1.368  -1.737  -0.727  0.0907
H  -0.312  -1.619  -0.884  0.0776
H  0.632  1.953  0.017  0.1010
H  0.590  0.288  -2.602  0.0935
H  0.726  1.977  -2.331  0.0878
H  -0.848  1.231  -2.086  0.0547
H  -0.953  -0.774  2.643  0.0769
H  0.201  -0.247  3.848  0.0429
H  1.811  0.670  2.034  0.0954
H  -2.065  0.052  -1.796  -0.0042
H  -1.791  -0.088  -0.309  0.0437
O  -2.530  0.113  -0.967  -0.0805